{"formula": "C53H60BBrN10O2PReS", "method": "ωB97M-V/def2-TZVPD", "elements": ["Re", "C", "C", "C", "C", "N", "N", "B", "N", "N", "C", "C", "C", "C", "C", "C", "C", "C", "C", "C", "N", "N", "C", "C", "C", "C", "C", "C", "C", "C", "C", "C", "C", "C", "C", "C", "C", "C", "H", "H", "H", "H", "H", "H", "H", "H", "H", "H", "H", "H", "H", "H", "H", "H", "H", "H", "H", "H", "H", "H", "H", "H", "H", "H", "H", "H", "O", "S", "C", "C", "C", "C", "C", "C", "C", "C", "C", "C", "C", "C", "H", "H", "H", "H", "H", "H", "H", "H", "H", "H", "Br", "C", "C", "C", "C", "C", "N", "H", "H", "H", "H", "C", "N", "C", "P", "O", "N", "C", "C", "N", "C", "C", "H", "H", "H", "H", "H", "H", "H", "H", "H", "H", "H", "H", "H", "H", "H", "H", "H", "H"], "positions_angstrom": [[0.17, -0.24, -0.47], [0.18, 5.14, -1.04], [0.45, 3.86, -0.33], [1.09, 3.66, 0.88], [1.10, 2.30, 1.15], [0.46, 1.68, 0.08], [0.06, 2.67, -0.78], [-0.70, 2.32, -2.06], [0.25, 1.43, -2.90], [0.69, 0.26, -2.34], [1.55, -0.33, -3.26], [1.65, 0.51, -4.34], [0.81, 1.60, -4.09], [0.51, 2.77, -4.97], [2.15, -1.65, -3.13], [1.39, -2.75, -2.72], [1.97, -4.02, -2.71], [3.29, -4.19, -3.09], [4.05, -3.09, -3.50], [3.48, -1.83, -3.53], [-1.90, 1.47, -1.72], [-1.77, 0.23, -1.13], [-3.03, -0.32, -1.16], [-3.90, 0.58, -1.73], [-3.16, 1.70, -2.07], [-3.63, 2.97, -2.71], [-3.54, -1.64, -0.72], [-4.06, -1.81, 0.55], [-4.75, -2.98, 0.87], [-4.94, -3.96, -0.09], [-4.45, -3.78, -1.38], [-3.76, -2.62, -1.70], [1.71, 1.73, 2.37], [2.09, 2.64, 3.36], [2.73, 2.21, 4.51], [3.01, 0.87, 4.71], [2.61, -0.05, 3.75], [1.96, 0.38, 2.60], [0.59, 5.96, -0.47], [0.64, 5.15, -2.03], [-0.89, 5.31, -1.17], [1.54, 4.43, 1.48], [-1.01, 3.31, -2.65], [2.23, 0.33, -5.23], [1.04, 2.67, -5.91], [-0.56, 2.84, -5.17], [0.82, 3.71, -4.50], [0.34, -2.63, -2.49], [1.38, -4.88, -2.41], [3.73, -5.18, -3.08], [5.08, -3.23, -3.81], [4.06, -0.97, -3.86], [-4.96, 0.42, -1.88], [-4.72, 2.96, -2.76], [-3.31, 3.84, -2.14], [-3.25, 3.07, -3.73], [-3.94, -1.01, 1.28], [-5.18, -3.10, 1.86], [-5.51, -4.85, 0.15], [-4.62, -4.53, -2.14], [-3.40, -2.46, -2.71], [1.88, 3.69, 3.25], [3.03, 2.94, 5.26], [3.52, 0.54, 5.61], [2.80, -1.11, 3.89], [1.66, -0.37, 1.89], [-0.29, -1.32, 1.13], [-1.37, -2.21, 1.88], [-0.84, -2.40, 3.53], [0.46, -2.70, 3.92], [0.71, -2.87, 5.27], [-0.33, -2.77, 6.20], [-1.62, -2.48, 5.79], [-1.88, -2.28, 4.44], [-1.16, -3.86, 1.23], [-1.12, -4.95, 2.09], [-1.08, -6.23, 1.54], [-1.10, -6.40, 0.17], [-1.15, -5.30, -0.68], [-1.17, -4.02, -0.14], [1.26, -2.80, 3.20], [1.71, -3.11, 5.61], [-0.12, -2.91, 7.25], [-2.42, -2.40, 6.51], [-2.89, -2.05, 4.09], [-1.13, -4.82, 3.16], [-1.02, -7.09, 2.20], [-1.11, -7.40, -0.25], [-1.18, -5.44, -1.75], [-1.22, -3.16, -0.80], [2.30, -3.14, 0.56], [3.14, -1.56, 0.03], [4.52, -1.56, 0.02], [5.20, -0.42, -0.36], [4.46, 0.69, -0.74], [3.09, 0.62, -0.70], [2.40, -0.49, -0.32], [5.05, -2.46, 0.32], [6.28, -0.40, -0.38], [4.94, 1.61, -1.05], [2.50, 1.48, -0.99], [-2.78, 4.06, 3.90], [-2.73, 3.15, 2.75], [-2.68, 3.83, 1.46], [-2.78, 1.51, 2.85], [-1.93, 0.95, 1.74], [-2.32, 1.02, 4.35], [-3.09, 1.25, 5.58], [-0.89, 0.85, 4.60], [-4.36, 1.05, 2.77], [-5.02, 0.02, 3.58], [-5.19, 1.67, 1.73], [-3.62, 4.75, 3.82], [-1.86, 4.66, 3.94], [-2.87, 3.52, 4.83], [-3.61, 4.37, 1.25], [-2.49, 3.11, 0.67], [-1.87, 4.57, 1.46], [-4.11, 1.56, 5.36], [-2.62, 2.03, 6.19], [-3.12, 0.34, 6.18], [-0.44, 1.76, 5.01], [-0.38, 0.60, 3.67], [-0.73, 0.04, 5.32], [-4.29, -0.54, 4.16], [-5.55, -0.69, 2.94], [-5.76, 0.45, 4.27], [-5.67, 2.59, 2.07], [-5.97, 0.97, 1.43], [-4.60, 1.90, 0.84]], "orbital_gap_ev": [4.44, 4.87], "charge": 3, "homo_energy_ha": [-0.53373, -0.53370], "multiplicity": 2, "e_above_lowest_kj_mol": 0.0, "e_lumo_ev": [-10.0793, -9.6508]}

{"formula": "C53H60Br2N5O2S2Ta", "method": "ωB97M-V/def2-TZVPD", "elements": ["Ta", "C", "C", "C", "C", "C", "C", "C", "N", "C", "C", "C", "C", "C", "C", "C", "N", "C", "C", "C", "C", "H", "H", "H", "H", "H", "H", "H", "H", "H", "H", "H", "H", "H", "H", "H", "H", "H", "H", "H", "H", "H", "H", "H", "H", "C", "C", "C", "C", "C", "C", "Br", "C", "C", "Br", "C", "O", "C", "N", "H", "H", "H", "H", "H", "H", "S", "C", "N", "C", "C", "N", "C", "C", "C", "C", "C", "C", "C", "C", "S", "C", "C", "C", "C", "C", "C", "C", "H", "H", "H", "H", "H", "H", "H", "H", "H", "H", "H", "H", "H", "H", "H", "H", "H", "H", "C", "O", "H", "H", "H", "C", "C", "C", "C", "C", "C", "H", "H", "H", "H", "H", "H", "H", "H", "H"], "positions_angstrom": [[0.21, -0.55, 0.51], [-4.58, 2.34, 5.09], [-3.63, 3.27, 4.34], [-2.83, 4.10, 5.35], [-4.44, 4.23, 3.44], [-2.73, 2.42, 3.46], [-3.26, 1.62, 2.45], [-2.45, 0.81, 1.70], [-1.11, 0.77, 1.85], [-0.58, 1.56, 2.79], [-1.35, 2.37, 3.61], [0.89, 1.47, 2.90], [1.63, 2.25, 3.76], [3.02, 2.15, 3.82], [3.59, 1.23, 2.95], [2.79, 0.47, 2.12], [1.46, 0.56, 2.08], [3.81, 3.02, 4.78], [5.30, 2.72, 4.70], [3.56, 4.49, 4.43], [3.32, 2.74, 6.21], [-5.23, 2.92, 5.74], [-4.03, 1.63, 5.72], [-5.22, 1.77, 4.41], [-3.52, 4.70, 5.94], [-2.13, 4.78, 4.87], [-2.28, 3.46, 6.05], [-5.09, 4.84, 4.07], [-5.07, 3.69, 2.74], [-3.78, 4.89, 2.88], [-4.33, 1.59, 2.27], [-2.87, 0.13, 0.97], [-0.87, 2.96, 4.38], [1.12, 2.96, 4.40], [4.66, 1.08, 2.92], [3.26, -0.24, 1.46], [5.71, 2.95, 3.72], [5.53, 1.69, 4.95], [5.83, 3.35, 5.42], [3.89, 4.71, 3.41], [4.12, 5.13, 5.11], [2.51, 4.76, 4.51], [3.43, 1.69, 6.48], [2.27, 3.02, 6.35], [3.90, 3.33, 6.92], [2.09, 0.91, -2.97], [2.95, -0.11, -2.28], [4.20, -0.45, -2.85], [5.01, -1.36, -2.25], [4.58, -2.00, -1.06], [5.31, -2.95, -0.31], [7.01, -3.50, -0.91], [4.81, -3.49, 0.84], [3.52, -3.11, 1.30], [2.87, -3.87, 2.88], [2.78, -2.22, 0.58], [1.54, -1.82, 0.94], [3.31, -1.63, -0.59], [2.52, -0.68, -1.17], [2.22, 0.86, -4.05], [2.37, 1.91, -2.66], [1.04, 0.76, -2.71], [4.51, 0.04, -3.77], [5.97, -1.62, -2.67], [5.38, -4.21, 1.40], [-2.06, -0.10, -1.35], [-1.55, -0.77, -2.79], [-2.13, -0.59, -3.96], [-1.63, -1.26, -5.16], [-0.13, -1.25, -5.14], [0.33, -1.86, -3.88], [1.57, -2.67, -4.00], [1.31, -3.94, -4.78], [0.44, -4.90, -4.26], [0.18, -6.05, -4.98], [0.79, -6.26, -6.21], [1.66, -5.31, -6.72], [1.92, -4.15, -6.01], [-0.33, -1.70, -2.77], [0.05, -2.47, -1.32], [-3.32, 0.27, -4.16], [-2.92, 1.52, -4.90], [-3.40, 1.76, -6.18], [-3.02, 2.91, -6.87], [-2.14, 3.81, -6.28], [-1.66, 3.57, -5.00], [-2.05, 2.43, -4.31], [-1.99, -0.69, -6.02], [-2.03, -2.27, -5.21], [0.26, -0.24, -5.20], [0.27, -1.85, -5.96], [1.93, -2.87, -2.99], [2.30, -2.04, -4.52], [-0.02, -4.75, -3.29], [-0.48, -6.80, -4.57], [0.60, -7.17, -6.76], [2.14, -5.47, -7.68], [2.60, -3.40, -6.41], [-3.76, 0.47, -3.19], [-4.03, -0.32, -4.75], [-4.09, 1.07, -6.63], [-3.40, 3.09, -7.86], [-1.84, 4.70, -6.81], [-0.99, 4.28, -4.53], [-1.69, 2.25, -3.30], [0.21, 2.49, -0.43], [0.38, 1.10, -0.31], [0.64, 2.82, -1.37], [0.73, 2.99, 0.39], [-0.85, 2.75, -0.41], [-4.37, -3.19, 2.05], [-3.01, -3.25, 2.77], [-2.52, -4.70, 2.83], [-3.15, -2.68, 4.19], [-2.05, -2.44, 2.02], [-1.26, -1.76, 1.40], [-5.10, -3.79, 2.59], [-4.29, -3.57, 1.04], [-4.74, -2.16, 2.01], [-3.23, -5.31, 3.39], [-1.55, -4.76, 3.33], [-2.41, -5.12, 1.83], [-3.87, -3.27, 4.76], [-3.49, -1.64, 4.16], [-2.19, -2.71, 4.72]], "orbital_gap_ev": 6.95, "charge": 2, "homo_energy_ha": -0.46390, "e_lumo_ev": -5.6731}